Entry 1:
{
  "formula": "C7H16NNaO5",
  "method": "ωB97M-V with the def2-TZVPD basis set",
  "symbols": ["Na", "O", "C", "O", "O", "H", "C", "O", "C", "C", "N", "C", "C", "O", "C", "H", "H", "H", "H", "H", "H", "H", "H", "H", "H", "H", "H", "H", "H", "H"],
  "positions_angstrom": [[-7.992, -6.952, 30.242], [-4.280, -6.087, 26.408], [-5.195, -6.462, 27.322], [-5.708, -7.608, 27.327], [-5.495, -5.664, 28.243], [-4.126, -5.315, 26.958], [-7.173, -10.507, 31.073], [-7.997, -9.482, 31.640], [-8.030, -9.569, 33.073], [-9.081, -8.463, 33.475], [-8.497, -7.034, 33.289], [-9.388, -5.887, 33.518], [-10.732, -5.819, 32.681], [-10.376, -6.038, 31.304], [-11.239, -5.379, 30.437], [-7.402, -11.523, 31.392], [-6.083, -10.503, 31.074], [-7.508, -10.545, 30.036], [-7.072, -9.294, 33.514], [-8.418, -10.504, 33.476], [-9.359, -8.504, 34.528], [-9.946, -8.568, 32.820], [-7.567, -6.916, 33.664], [-8.949, -4.900, 33.372], [-9.729, -6.091, 34.533], [-11.082, -4.848, 33.031], [-11.348, -6.617, 33.095], [-12.165, -5.932, 30.279], [-10.795, -5.322, 29.443], [-11.650, -4.409, 30.714]],
  "lumo_ev": -0.23
}


Entry 2:
{
  "formula": "C2H6N5",
  "method": "ωB97M-V with the def2-TZVPD basis set",
  "symbols": ["C", "C", "N", "N", "N", "N", "N", "H", "H", "H", "H", "H", "H"],
  "positions_angstrom": [[-0.396, -1.765, 0.072], [-1.548, 0.211, 0.012], [-1.413, -0.998, -0.101], [0.812, -1.114, 0.060], [0.832, 0.160, 0.095], [-2.028, 1.428, 0.120], [1.997, 0.732, -0.104], [-0.313, -2.822, 0.103], [1.666, -1.558, 0.131], [-2.198, 1.859, -0.770], [-2.458, 1.836, 0.911], [2.902, 0.338, -0.340], [2.145, 1.693, -0.191]],
  "lumo_ev": [-4.09, -4.09],
  "charge": 1,
  "e_above_lowest_ev": 4.119
}


Entry 3:
{
  "formula": "C4H12N2O3",
  "method": "ωB97M-V with the def2-TZVPD basis set",
  "symbols": ["C", "O", "C", "C", "O", "N", "N", "H", "H", "H", "H", "H", "H", "H", "H", "H", "H", "C", "O", "H", "H"],
  "positions_angstrom": [[1.226, 1.510, -0.376], [0.136, 0.624, -0.477], [0.133, -0.609, 0.562], [1.469, -1.327, 0.476], [-0.046, -0.105, 1.807], [-0.947, -1.422, 0.148], [-0.942, -1.897, -1.186], [0.999, 2.394, -0.973], [2.136, 1.058, -0.783], [1.400, 1.799, 0.666], [2.230, -0.724, 0.960], [1.378, -2.271, 1.008], [1.742, -1.513, -0.559], [-0.934, 0.328, 1.847], [-1.842, -0.980, 0.339], [-0.607, -1.168, -1.817], [-0.319, -2.696, -1.242], [-1.745, 1.715, -0.113], [-2.234, 1.156, 0.853], [-1.178, 2.652, -0.001], [-2.054, 1.478, -1.140]],
  "smiles": "CO[C@@](C)(O)NN.C=O",
  "lumo_ev": 0.83,
  "e_above_lowest_ev": 3.066
}


Entry 4:
{
  "formula": "C2HErO2",
  "method": "ωB97M-V with the def2-TZVPD basis set",
  "symbols": ["O", "C", "C", "O", "H", "Er"],
  "positions_angstrom": [[1.787, -0.634, 1.026], [0.859, -0.615, 0.196], [-0.320, 0.633, 0.151], [-1.440, 0.484, -0.482], [-0.317, 1.378, 0.978], [-0.569, -1.246, -1.870]],
  "multiplicity": 5,
  "lumo_ev": [-6.17, -5.90],
  "charge": 1,
  "e_above_lowest_ev": 0.099
}